The following is a DFT calculation (wB97M-V/def2-TZVPD) of a single C5H6BrIO molecule in a non-equilibrium geometry.

CARTESIAN COORDINATES (ANGSTROEM)
O 0.9684 2.1301 0.4581
C 0.8425 0.8721 -0.1453
C -0.1239 -0.2134 0.4662
C 0.4759 -1.5788 -0.0190
C 1.8796 -1.2895 -0.0868
Br 3.1430 -2.6291 0.0499
C 2.1682 0.1967 -0.1834
I 3.9925 1.1686 -0.2070
H 0.1319 2.7298 0.2783
H 0.4582 0.9534 -1.1498
H -1.1443 0.0698 -0.0242
H -0.0683 -0.2411 1.5831
H 0.1162 -1.7228 -1.0012
H 0.4466 -2.4602 0.6743

The gap between HOMO and LUMO comes out at 8.68 eV. Its SMILES is O[C@@H]1CCC(Br)=C1I. As for the HOMO energy: -0.299 Eh. The value obtained for the relative energy (zero: lowest compared OMol25 entry of this formula, charge and spin) is 0.1720 eV. The total charge is 0.

Atom charges from the Mulliken analysis, given in e for atoms 1 to 5: atom 1 (O): -0.53, atom 2 (C): 0.31, atom 3 (C): -0.68, atom 4 (C): -0.56, atom 5 (C): 0.21

The following is a DFT calculation (wB97M-V/def2-TZVPD) of a single C5H6BrNO molecule in a non-equilibrium geometry.

CARTESIAN COORDINATES (ANGSTROEM)
C 0.8711 0.1036 1.6113
C -0.6409 1.8859 0.1213
C 0.9565 -0.9481 0.6220
C -0.3857 -0.9431 -0.2249
C -0.4483 0.0425 -1.3941
N -0.7597 1.4488 -1.0451
O 1.1776 0.2771 2.7356
Br -0.6794 3.6490 0.6706
H 1.6387 -0.6631 -0.1039
H 0.9890 -1.8780 1.0819
H -0.7675 -1.9719 -0.6205
H -1.1720 -0.7100 0.3756
H 0.4960 -0.1161 -1.8206
H -1.2754 -0.1764 -2.0093

The gap between HOMO and LUMO (spin up / spin down) comes out at 8.10 / 7.14 eV. As for the HOMO energy (spin up / spin down): -0.293 / -0.279 Eh. The value obtained for the relative energy (zero: lowest compared OMol25 entry of this formula, charge and spin) is 4.2492 eV. The total charge is 0.

Atom charges from the Mulliken analysis, given in e for atoms 1 to 5: atom 1 (C): 0.30, atom 2 (C): 0.14, atom 3 (C): -0.43, atom 4 (C): -0.86, atom 5 (C): -0.56

The following is a DFT calculation (wB97M-V/def2-TZVPD) of a 2-piece molecular cluster, C5H6BrNO overall in a non-equilibrium geometry.

CARTESIAN COORDINATES (ANGSTROEM)
C 0.5513 -1.2420 0.7637
C 1.7143 0.5729 -0.6013
C -0.8473 0.7825 1.1113
C -0.8488 -0.5305 -1.1666
C -0.2702 -0.2287 0.1877
N 1.1180 -2.1141 1.2309
O 1.6738 0.8791 -1.7336
Br 3.2804 0.6720 0.5193
H -1.6887 0.2271 1.6339
H -1.4838 1.6270 0.5797
H -0.1478 1.2031 1.8495
H -1.2236 0.4511 -1.5964
H -1.7069 -1.2806 -1.0254
H -0.1206 -1.0190 -1.7528

The gap between HOMO and LUMO (spin up / spin down) comes out at 7.89 / 7.89 eV. As for the HOMO energy (spin up / spin down): -0.324 / -0.324 Eh. The value obtained for the relative energy (zero: lowest compared OMol25 entry of this formula, charge and spin) is 2.3451 eV. The total charge is 0.

Atom charges from the Mulliken analysis, given in e for atoms 1 to 5: atom 1 (C): 0.26, atom 2 (C): 0.35, atom 3 (C): -1.23, atom 4 (C): -1.20, atom 5 (C): 0.77

The following is a DFT calculation (wB97M-V/def2-TZVPD) of C5H6CaO3 as an isolated structure in a non-equilibrium geometry.

CARTESIAN COORDINATES (ANGSTROEM)
O 2.3645 -0.7706 -1.5368
C 2.6022 -0.3352 -0.4540
O 3.5369 -0.3906 0.3827
O 1.4879 0.5024 0.3916
C 0.1968 0.7462 -0.1528
C -0.7898 -0.3571 0.2023
C -2.1131 -0.1516 -0.5020
C -3.2930 -0.2477 0.0699
Ca 2.8803 0.6700 2.0148
H 0.3543 0.7987 -1.2394
H -0.1718 1.7248 0.1812
H -0.9522 -0.3878 1.2883
H -0.3575 -1.3230 -0.1030
H -2.0538 0.1284 -1.5627
H -3.6917 -0.6068 1.0198

The gap between HOMO and LUMO (spin up / spin down) comes out at 5.89 / 6.82 eV. As for the HOMO energy (spin up / spin down): -0.426 / -0.460 Eh. The value obtained for the relative energy (zero: lowest compared OMol25 entry of this formula, charge and spin) is 0.0000 eV. Its spin multiplicity is 2. The total charge is +1.

Atom charges from the Mulliken analysis, given in e for atoms 1 to 5: atom 1 (O): -0.41, atom 2 (C): 0.90, atom 3 (O): -0.79, atom 4 (O): -0.46, atom 5 (C): -0.59

The following is a DFT calculation (wB97M-V/def2-TZVPD) of a single C5H6Cl2N4 molecule in a non-equilibrium geometry.

CARTESIAN COORDINATES (ANGSTROEM)
Cl 2.4841 -0.2020 1.7081
C 0.8579 -0.3046 1.2676
Cl -0.2111 -1.0870 2.5676
C 0.1752 1.2185 0.9417
C -1.0366 1.1231 -0.0178
C -0.4853 0.5852 -1.2715
N -0.0573 -0.7375 -1.0193
N -0.1856 -1.7854 -1.8018
N 0.3007 -2.8045 -1.1779
N 0.7589 -2.4391 -0.0136
C 0.5591 -1.1524 0.0940
H 0.9692 1.7149 0.3681
H 0.0809 1.7910 1.8711
H -1.6242 0.3245 0.3645
H -1.7090 1.9717 -0.1243
H -1.2044 0.4618 -2.0825
H 0.3274 1.3217 -1.6740

The gap between HOMO and LUMO comes out at 11.09 eV. Its SMILES is ClC1(Cl)CCCn2nnnc21. As for the HOMO energy: -0.388 Eh. The value obtained for the relative energy (zero: lowest compared OMol25 entry of this formula, charge and spin) is 0.0000 eV. The total charge is 0.

Atom charges from the Mulliken analysis, given in e for atoms 1 to 5: atom 1 (Cl): -0.12, atom 2 (C): 0.96, atom 3 (Cl): -0.16, atom 4 (C): -1.01, atom 5 (C): -0.58

The following is a DFT calculation (wB97M-V/def2-TZVPD) of a single C5H6Cl2O molecule in a non-equilibrium geometry.

CARTESIAN COORDINATES (ANGSTROEM)
O -1.1365 2.3397 -2.0383
C -1.7615 1.9466 -0.7504
C -1.0241 0.8065 0.0104
Cl 0.6636 1.2555 0.2840
C -1.2913 -0.3931 0.5351
C -0.3636 -1.3098 1.3815
C 0.7611 -2.0278 1.1077
Cl 1.5835 -2.1386 -0.2682
H -0.3334 2.7430 -1.6747
H -1.8374 2.8970 -0.1119
H -2.7752 1.3349 -0.8417
H -2.4814 -0.6541 0.5694
H -0.6897 -1.5027 2.3973
H 1.0846 -2.6568 1.9939

The gap between HOMO and LUMO comes out at 9.83 eV. Its SMILES is OC/C(Cl)=C/C=C\Cl. As for the HOMO energy: -0.338 Eh. The value obtained for the relative energy (zero: lowest compared OMol25 entry of this formula, charge and spin) is 2.3121 eV. The total charge is 0.

Atom charges from the Mulliken analysis, given in e for atoms 1 to 5: atom 1 (O): -0.46, atom 2 (C): -0.48, atom 3 (C): 0.67, atom 4 (Cl): -0.27, atom 5 (C): -0.34

The following is a DFT calculation (wB97M-V/def2-TZVPD) of a single C5H6Cl2S molecule in a non-equilibrium geometry.

CARTESIAN COORDINATES (ANGSTROEM)
Cl 1.5872 -2.2730 0.3512
C 1.6761 -0.5230 0.5266
Cl 2.5642 0.2518 -0.7457
C 0.2573 0.0112 0.7652
C -0.3089 0.9642 0.0364
C -1.6994 1.4496 0.3164
C -2.7645 0.6314 0.8939
S -2.9916 0.9664 -0.8634
H 2.2472 -0.3605 1.4250
H -0.3110 -0.5161 1.5456
H 0.2402 1.3976 -0.8047
H -1.7362 2.5170 0.4792
H -2.6771 -0.4389 1.0058
H -3.4371 1.0991 1.6396

The gap between HOMO and LUMO comes out at 9.65 eV. Its SMILES is ClC(Cl)/C=C/[C@@H]1CS1. As for the HOMO energy: -0.327 Eh. The value obtained for the relative energy (zero: lowest compared OMol25 entry of this formula, charge and spin) is 1.3137 eV. The total charge is 0.

Atom charges from the Mulliken analysis, given in e for atoms 1 to 5: atom 1 (Cl): -0.17, atom 2 (C): 0.20, atom 3 (Cl): -0.17, atom 4 (C): -0.47, atom 5 (C): -0.38

The following is a DFT calculation (wB97M-V/def2-TZVPD) of a single C5H6ClF molecule in a non-equilibrium geometry.

CARTESIAN COORDINATES (ANGSTROEM)
C -0.9188 2.6864 1.4719
C -0.3401 1.5974 0.9524
C -0.9416 0.4251 0.3026
C -0.1497 -0.4933 -0.2396
Cl -0.7650 -1.8359 -1.2509
C 1.3884 -0.6063 -0.2096
F 2.0781 0.4106 0.4492
H -1.8748 3.0298 1.4065
H -0.1309 3.2630 2.0190
H 0.7387 1.4583 1.0003
H -1.9974 0.3424 0.0423
H 1.7116 -0.5980 -1.1973
H 1.6261 -1.6364 0.2853

The gap between HOMO and LUMO comes out at 9.70 eV. Its SMILES is C=C/C=C(/Cl)CF. As for the HOMO energy: -0.327 Eh. The value obtained for the relative energy (zero: lowest compared OMol25 entry of this formula, charge and spin) is 1.0323 eV. The total charge is 0.

Atom charges from the Mulliken analysis, given in e for atoms 1 to 5: atom 1 (C): -1.00, atom 2 (C): -0.04, atom 3 (C): -0.31, atom 4 (C): 0.23, atom 5 (Cl): -0.21

The following is a DFT calculation (wB97M-V/def2-TZVPD) of C5H6ClNO as an isolated structure in a non-equilibrium geometry.

CARTESIAN COORDINATES (ANGSTROEM)
C 1.1092 0.3530 -1.5364
C -0.1391 0.1161 -1.1996
C 2.0489 0.9903 -0.6280
C -0.6511 -0.0009 0.1493
C 0.5160 0.2030 1.2737
N 1.3990 1.4108 1.0826
O 3.1183 1.4793 -0.7581
Cl 2.5791 1.5390 2.2103
H 1.3060 0.2840 -2.6775
H -0.8043 -0.2002 -2.0811
H -1.3328 0.9468 0.2190
H -1.2096 -0.9056 0.2665
H 0.1033 0.3438 2.3088
H 1.1258 -0.7260 1.2554

The gap between HOMO and LUMO (spin up / spin down) comes out at 6.12 / 6.88 eV. As for the HOMO energy (spin up / spin down): -0.203 / -0.352 Eh. The value obtained for the relative energy (zero: lowest compared OMol25 entry of this formula, charge and spin) is 1.7257 eV. Its spin multiplicity is 3. The total charge is 0.

Atom charges from the Mulliken analysis, given in e for atoms 1 to 5: atom 1 (C): -0.46, atom 2 (C): -0.28, atom 3 (C): 0.39, atom 4 (C): -0.40, atom 5 (C): -0.64

The following is a DFT calculation (wB97M-V/def2-TZVPD) of a 2-piece molecular cluster, C5H6ClO2S2 overall in a non-equilibrium geometry.

CARTESIAN COORDINATES (ANGSTROEM)
C 0.9476 -1.3647 2.3850
C -0.5902 1.2106 -0.0201
C -1.4706 -0.0371 -0.2788
C 0.5057 1.2669 -1.0075
C 0.9028 -1.5735 -0.6567
O 1.2850 -2.4745 2.3748
O 0.7397 -0.2937 2.7635
S -0.7193 -1.5455 0.1152
S 1.7547 -0.0733 -0.3705
Cl 0.7050 -1.6694 -2.4627
H -1.2087 2.2221 -0.1491
H -0.1035 1.0174 0.9648
H -2.1736 0.1099 0.5025
H -2.0173 0.1166 -1.2952
H 0.3574 0.9223 -2.0090
H 1.0853 2.1661 -0.8562

The gap between HOMO and LUMO comes out at 6.41 eV. As for the HOMO energy: -0.112 Eh. The value obtained for the relative energy (zero: lowest compared OMol25 entry of this formula, charge and spin) is 1.5191 eV. The total charge is -1.

Atom charges from the Mulliken analysis, given in e for atoms 1 to 5: atom 1 (C): 0.74, atom 2 (C): -0.46, atom 3 (C): -0.40, atom 4 (C): -0.86, atom 5 (C): -0.21

Question: What is the formula in the eighth record?
Answer: C5H6ClF